# 1
The following is a quantum chemistry calculation of a structure of composition C23H41BrInP2, from the OMol25 dataset.

The orbital gap (alpha / beta) comes out at 3.2 / 3.1 eV. As for the charge: +1. The value obtained for the HOMO energy (alpha / beta) is -0.310 / -0.306 hartree. As for the spin multiplicity: 1. The value obtained for the lowest unoccupied orbital energy (alpha / beta) is -5.272 / -5.196 eV. The value obtained for the relative energy (zero: lowest compared OMol25 entry of this formula, charge and spin) is 298.4 kJ/mol.

Each line ends with the Löwdin charge.
CARTESIAN COORDINATES (ANGSTROEM)
H (0.3738, -0.2437, -5.4871)  0.1374
H (-2.2841, -2.5998, -1.4723)  0.0506
C (1.4044, -1.6685, 3.7462)  -0.1909
C (-1.5406, -0.6890, -4.3092)  -0.1647
H (-2.7859, -0.7804, 4.7715)  0.0734
H (-2.9651, 1.6165, 0.1407)  0.0320
C (1.1889, 2.3801, -3.9867)  -0.1143
H (-0.0322, 2.3434, 0.3709)  -0.0184
C (-3.5321, 1.0634, -0.6279)  -0.2662
H (-1.6964, -0.3937, 6.1458)  0.1017
H (-2.0130, -0.6015, -5.3061)  0.1341
H (3.3552, -2.3955, 4.3332)  0.1001
C (3.3621, 0.7917, -0.6235)  -0.3171
H (-3.1089, 0.6846, -3.4371)  0.1053
C (-2.0010, 0.5030, -3.4130)  -0.4024
C (-0.3337, 2.3178, -4.4128)  -0.1628
H (-4.4489, 0.7146, -0.1017)  0.0748
H (-1.8120, 0.7287, 4.7482)  0.0957
In (-0.1000, 0.3732, -1.6301)  0.5412
H (-3.9664, -2.2720, -1.9195)  0.0532
C (-1.8069, -0.3431, 5.0394)  -0.0275
H (1.7587, -3.3500, 1.5797)  0.0689
H (0.2944, -1.7548, -4.5352)  0.1303
H (1.0334, -4.6164, 2.6145)  0.0956
C (-2.0749, -2.7268, 2.9550)  -0.0911
H (-0.4444, 1.8713, -5.4104)  0.1233
H (2.5197, 3.9511, -1.2976)  0.0255
H (-2.4174, -3.5945, 3.5377)  0.0889
H (0.0224, -3.7701, 1.3973)  0.0673
H (1.7679, 2.5195, -4.9246)  0.1534
H (1.3907, 3.2689, -3.3117)  0.1395
P (-2.6649, -0.2319, -1.5638)  0.8679
H (2.2979, 0.4159, 5.2552)  0.0687
C (-0.8170, -2.1760, 3.4776)  -0.2947
C (0.4901, -2.5667, 3.1061)  -0.2351
C (2.8046, 3.7161, -0.2435)  -0.3253
C (-1.2191, 1.7604, -3.3229)  -0.1892
C (2.8709, -1.7244, 3.5951)  -0.0371
C (-0.0316, -0.7026, -4.5611)  -0.1616
H (-0.6195, 3.3612, -4.5654)  0.1216
H (-1.8531, -1.6670, -3.8639)  0.1179
C (0.6592, -0.7399, 4.5109)  -0.2336
H (3.3158, -0.7247, 3.7389)  0.0749
H (-3.7980, 1.7359, -1.4705)  0.0461
H (3.9339, 1.2456, -1.4536)  0.0327
C (0.7160, 2.1809, -0.4939)  -0.5488
P (2.3385, 2.0154, 0.3880)  0.8361
C (1.2076, 0.3567, 5.3371)  -0.0492
C (-3.1463, -1.9516, -1.2615)  -0.2547
C (1.5448, 1.0368, -3.4680)  -0.0573
H (-1.9735, -3.0695, 1.9175)  0.0490
H (0.7738, 1.3151, 5.0258)  0.0801
H (3.1881, -2.0829, 2.5965)  0.0717
C (0.8407, -0.1959, -3.4148)  -0.2873
C (0.8404, -3.6314, 2.1330)  -0.0457
H (2.6011, 0.8594, -3.3565)  0.1192
C (-0.7099, -1.0620, 4.3658)  -0.2163
H (-3.5249, -2.1453, -0.2439)  0.0653
H (-1.7320, 2.5851, -2.8024)  0.1190
H (-2.8916, -1.9870, 2.9657)  0.0666
H (2.2125, 4.3602, 0.4327)  0.0411
H (2.8285, -0.0828, -1.0348)  0.0056
H (1.5553, -0.9758, -3.1123)  0.1189
H (4.0899, 0.3870, 0.1136)  0.0318
H (0.7430, 3.0002, -1.2428)  -0.0260
H (3.8547, 3.9671, -0.0342)  0.0355
H (0.9460, 0.1990, 6.3914)  0.0837
Br (-0.7792, -0.1089, 0.9850)  0.2719

Atoms 1-6, force components in eV/Å:
-0.871 -0.312 0.426
-0.248 0.247 0.281
-0.481 1.486 1.193
-0.500 0.566 -0.301
0.389 0.293 0.221
0.337 -0.564 -0.664

# 2
The following is a quantum chemistry calculation of the molecule C23H32FN3O2, from the OMol25 dataset.

The orbital gap comes out at 9.3 eV. The value obtained for the HOMO energy is -0.315 hartree. As for the spin multiplicity: 1. The value obtained for the lowest unoccupied orbital energy is 0.684 eV. As for the structure (SMILES): CCCn1ncc(CN2CCC(Cc3cccc(F)c3)(C(=O)OCC)CC2)c1C. The value obtained for the relative energy (zero: lowest compared OMol25 entry of this formula, charge and spin) is 64.0 kJ/mol.

Each line ends with the Löwdin charge.
CARTESIAN COORDINATES (ANGSTROEM)
O (-3.1154, -2.3243, -0.0737)  -0.0060
H (4.1732, -1.6167, -2.4487)  0.1050
H (5.6303, 3.5631, 0.6098)  0.1055
H (4.6367, 2.2775, -1.9790)  0.0586
F (-3.2104, 4.5430, -0.3508)  0.0557
H (0.5525, -3.2338, 1.4238)  0.1243
H (-2.0866, 0.6388, 2.4180)  0.1313
C (-3.8295, -3.0045, -1.1077)  -0.2033
H (-2.0053, 2.7302, 1.0159)  0.1269
H (6.1303, 3.1854, -1.7763)  0.0734
H (-5.7137, -2.9762, -2.1254)  0.0786
C (-0.9995, -1.7521, 1.5819)  -0.1034
C (-2.4312, -1.2306, -0.4276)  -0.4658
C (-3.7042, 3.3043, -0.1325)  -0.2622
H (-3.9167, -4.0354, -0.7566)  0.1249
C (3.3960, -1.2153, -0.3939)  -0.1796
C (-1.6492, -0.6442, 0.7445)  -0.3495
C (-3.4537, 1.1413, 0.8550)  -0.2123
H (2.5867, -2.9645, 0.5018)  0.1264
H (-1.7514, -2.4716, 1.9066)  0.1217
H (2.0295, -2.6549, -1.1580)  0.1294
H (2.5159, -0.5112, 2.0765)  0.0681
H (-0.0937, 0.8083, 1.0434)  0.1282
C (-4.9369, 2.9708, -0.6605)  -0.0112
H (-0.9683, 0.9871, -0.4957)  0.1193
H (-3.3262, -0.5856, 2.0962)  0.1303
H (4.5753, 4.0118, -1.6415)  0.0680
C (-4.7019, 0.8038, 0.3461)  -0.0472
H (6.6887, 1.3604, -0.1071)  0.1260
N (5.1214, -0.1354, -1.3406)  0.0733
C (3.8805, -0.2756, 0.5017)  -0.2229
C (0.5405, -0.5320, -0.5032)  -0.1587
H (3.2267, 1.1087, 1.9917)  0.0764
H (-3.2321, -2.9719, -2.0249)  0.1250
H (-0.3582, -2.9794, -0.0830)  0.1325
C (5.0810, 2.7911, 0.0675)  -0.2322
N (1.1097, -1.5226, 0.3927)  -0.1755
H (0.1169, -1.0047, -1.4062)  0.1315
H (4.0491, 2.7983, 0.4250)  0.0989
C (3.4282, 0.0442, 1.8794)  -0.0059
H (-5.1064, -0.1759, 0.5497)  0.1050
C (5.1056, 3.0875, -1.4261)  -0.1094
H (4.1861, -0.2378, 2.6118)  0.0845
H (-5.0911, -1.3726, -1.7140)  0.0689
H (-0.5459, -1.2979, 2.4650)  0.1289
N (4.9156, 0.3418, -0.1140)  -0.1272
C (5.7138, 1.4294, 0.3808)  -0.1460
H (-6.3989, 1.4212, -0.7987)  0.1076
H (-5.7960, -2.4047, -0.4541)  0.0761
H (5.8411, 1.3092, 1.4599)  0.1181
C (-2.9582, 2.4171, 0.6191)  0.0350
H (1.3402, 0.1409, -0.8202)  0.1255
O (-2.4483, -0.7714, -1.5394)  0.1371
H (-5.4864, 3.6903, -1.2460)  0.1158
C (-5.2000, -2.3960, -1.3638)  -0.0633
C (2.2711, -2.1756, -0.1919)  -0.1508
C (4.2129, -1.0732, -1.5254)  -0.1023
C (-5.4335, 1.7044, -0.4070)  -0.0641
C (-2.6526, 0.1368, 1.6307)  -0.0696
C (-0.5444, 0.2707, 0.2078)  -0.0985
C (0.0902, -2.4701, 0.7915)  -0.1749

Atoms 1-6, force components in eV/Å:
-0.084 -0.096 0.357
0.014 -0.105 -0.233
-0.034 0.012 0.080
-0.018 -0.005 -0.108
-0.044 -0.104 0.007
-0.038 -0.014 -0.085

# 3
The following is a quantum chemistry calculation of the molecule C3H3NO2, from the OMol25 dataset.

The orbital gap comes out at 12.1 eV. The value obtained for the HOMO energy is -0.433 hartree. As for the spin multiplicity: 1. The value obtained for the lowest unoccupied orbital energy is 0.315 eV. As for the structure (SMILES): COC(=O)C#N. The value obtained for the relative energy (zero: lowest compared OMol25 entry of this formula, charge and spin) is 169.2 kJ/mol.

Each line ends with the Löwdin charge.
CARTESIAN COORDINATES (ANGSTROEM)
H (-0.3099, 0.8129, -1.9400)  0.1063
H (-0.5500, -0.9680, -1.6934)  0.1052
H (1.1440, -0.2353, -1.6685)  0.1049
O (0.6067, -1.4566, 1.2239)  0.1592
N (-0.6951, 1.4352, 2.6979)  0.1853
C (-0.3148, 0.6199, 1.9746)  -0.0852
C (0.1453, -0.3755, 0.9960)  -0.5109
O (-0.1036, 0.2688, -0.1219)  -0.0489
C (0.0775, -0.1014, -1.4685)  -0.0158

Atoms 1-6, force components in eV/Å:
0.289 -0.661 -0.488
0.361 0.048 -0.194
-0.275 -0.231 -0.196
-0.236 0.569 -0.438
0.354 -0.755 -0.563
-0.322 0.621 1.694

no.,energy (Ha),F_max (eV/A)
1,-4347.2822,5.48
2,-1310.2598,0.89
3,-321.3132,1.83